71
Properties=species:S:1:pos:R:3:forces:R:3 method="wB97M-V/def2-TZVPD" charge=+1 e_tot_ev=-235715.14183 relative_energy_kcal_mol=46.54
Pd -0.085797 0.485522 0.298911 -0.1 -0.5 -0.6
Cl -1.993098 0.842191 -1.895513 -0.1 0.0 0.0
C -2.795846 0.528242 -0.393724 0.1 0.1 0.0
C -1.976793 0.538621 0.718610 -0.1 -0.7 0.1
C -2.510356 0.248973 1.960529 0.0 0.1 0.1
Cl -1.449131 0.179490 3.321787 -0.1 0.0 -0.1
C -3.877582 0.010561 2.095685 0.0 0.1 0.0
Cl -4.545393 -0.277437 3.646458 0.0 0.0 0.0
C -4.691568 0.003592 0.958058 -0.1 0.0 0.1
Cl -6.365906 -0.312102 1.112015 0.0 0.0 0.0
C -4.150013 0.253410 -0.305972 0.1 0.1 -0.1
Cl -5.111446 0.223259 -1.720907 0.0 0.0 0.0
Ge 0.279027 2.847822 0.736999 0.6 1.1 0.3
C 0.249706 3.119793 2.620552 0.0 -0.1 0.1
C -0.837895 3.646874 3.323068 0.0 -0.1 0.0
C -0.707889 3.957713 4.665322 0.0 0.0 0.0
C 0.493697 3.718955 5.321280 0.0 0.0 0.0
C 1.574359 3.177304 4.638666 0.0 0.0 0.0
C 1.453044 2.878005 3.292080 0.0 0.1 0.0
C -0.937258 3.667003 -0.476273 -0.1 -0.2 -0.1
C -2.188494 4.178732 -0.118545 -0.1 -0.1 -0.1
C -2.913390 4.920009 -1.033858 0.0 0.0 0.0
C -2.413206 5.123929 -2.315755 0.0 0.0 0.0
C -1.187707 4.591345 -2.689691 0.0 0.0 0.0
C -0.450377 3.857281 -1.775731 0.0 0.1 0.0
H 1.699978 3.078566 0.215003 0.0 -0.3 0.0
H -1.787275 3.814223 2.834233 0.0 0.0 0.0
H -1.543838 4.383704 5.203039 0.0 0.0 0.0
H 0.586695 3.955888 6.372693 0.0 0.0 0.0
H 2.508595 2.999908 5.153896 0.0 0.0 0.0
H 2.303420 2.475228 2.752134 0.0 0.1 0.0
H -2.602354 4.004145 0.864963 0.0 0.0 0.0
H -3.871687 5.335111 -0.752690 0.0 0.0 0.0
H -2.988674 5.699226 -3.028718 0.0 0.0 0.0
H -0.809523 4.745994 -3.691001 0.0 0.0 0.0
H 0.508515 3.445046 -2.068102 0.0 0.0 0.0
C 2.266550 -5.032058 -3.248194 0.0 0.0 0.0
C 0.786531 -4.788221 -3.331225 0.0 0.0 0.0
C 0.072892 -5.079804 -4.482637 0.0 0.0 0.0
C -1.295018 -4.860587 -4.541678 0.0 0.0 -0.1
Cl -2.159419 -5.239046 -6.003449 0.0 0.0 0.1
C -1.974038 -4.344197 -3.457417 0.0 0.0 0.0
C -1.274812 -4.040478 -2.295279 0.0 0.0 -0.1
C 0.088970 -4.269631 -2.237815 0.1 0.0 0.1
O 0.872434 -4.019787 -1.128327 -0.1 0.0 -0.1
C 0.265363 -3.683495 0.095925 0.0 0.0 0.0
C 0.062835 -2.174369 0.221601 -0.2 0.1 0.1
O -0.555989 -1.569320 -0.671530 0.1 0.0 -0.1
O 0.544650 -1.590676 1.240498 -0.1 0.3 0.2
H 2.622221 -5.542787 -4.140576 0.0 0.0 0.0
H 2.515671 -5.638818 -2.377351 0.0 0.0 0.0
H 2.815482 -4.092717 -3.153354 0.0 0.0 0.0
H 0.585695 -5.489982 -5.342649 0.0 0.0 0.0
H -3.039059 -4.169279 -3.515618 0.0 0.0 0.0
H -1.803630 -3.593671 -1.467854 0.0 0.0 0.0
H 0.935394 -4.021708 0.883887 0.0 0.0 0.0
H -0.699201 -4.181487 0.222826 0.0 0.0 0.0
C 3.399552 -2.114710 -0.392753 0.0 0.0 0.0
As 3.212834 -0.423614 0.479865 -0.3 0.2 -0.3
C 3.176137 -0.633336 2.378462 0.0 0.1 0.1
C 4.770159 0.617374 0.100754 0.0 0.0 -0.1
O 1.942054 0.445949 -0.216809 0.1 0.2 0.2
H 4.391724 -2.179705 -0.835975 0.0 0.0 0.0
H 2.638479 -2.161639 -1.169874 0.0 0.0 0.0
H 3.248515 -2.933087 0.307075 0.0 0.0 0.0
H 4.134986 -1.062517 2.671356 0.0 0.0 0.0
H 2.354695 -1.282854 2.659831 0.0 0.0 0.0
H 3.063594 0.346233 2.841617 0.0 -0.1 0.0
H 5.670147 0.082380 0.399976 0.0 0.0 0.0
H 4.706865 1.562554 0.637185 0.0 0.0 0.0
H 4.792193 0.812973 -0.969991 0.0 0.0 0.0

36
Properties=species:S:1:pos:R:3:forces:R:3 method="wB97M-V/def2-TZVPD" smiles=O.O.O.O.O.O.O.O.O.O.O.O e_tot_ev=-24956.36381 relative_energy_kcal_mol=122.93
H 1.258163 0.772787 0.680878 0.1 0.0 0.2
H 0.183922 -0.301973 0.711498 -0.1 -0.2 -0.1
H -2.502459 -1.956859 2.730757 0.0 -0.1 0.0
H -1.613903 -2.804632 3.626184 0.1 0.0 -0.1
H -3.504991 1.342479 -1.901379 0.3 -0.1 0.3
H -2.239943 0.554389 -2.199058 -0.5 -0.3 0.3
H 2.007757 3.242607 -0.748334 0.1 0.0 0.1
H 3.369599 3.860014 -0.475869 0.0 -0.1 0.1
H -2.279114 -2.146224 -2.449151 0.1 0.4 -0.2
H -0.993528 -1.374263 -2.696917 0.2 0.1 -0.1
H 3.971478 -0.864569 -0.358887 0.0 -0.1 0.1
H 5.020851 -0.341137 -1.325778 -0.1 0.0 0.1
H -3.710983 -3.092840 -1.356351 -0.3 -0.2 0.4
H -4.129681 -1.641581 -1.525407 0.2 0.4 0.1
H -1.915987 3.336901 -1.889861 0.4 0.7 0.1
H -1.100592 2.261149 -1.191344 -0.1 0.0 0.2
H -1.825216 1.027552 2.605195 0.1 0.0 -0.1
H -1.789997 2.393877 1.940397 0.0 0.0 -0.1
H 3.549927 3.047104 2.769741 0.0 0.0 -0.1
H 4.885415 2.395720 3.089442 0.0 0.1 0.0
H 2.538003 -3.800158 -0.390122 0.1 0.1 0.0
H 2.172583 -2.368371 -0.745785 -0.2 0.0 0.1
H -1.142192 -2.106248 0.704202 0.2 -0.2 0.2
H -1.664956 -1.914704 -0.710036 0.1 0.5 0.1
O 1.063735 -0.097108 1.047578 0.3 0.1 -0.2
O -1.839752 -2.656091 2.701026 -0.2 0.1 0.1
O -2.833173 0.795646 -1.478736 -3.5 -5.0 -0.3
O 2.633606 3.418922 -0.036846 -0.2 0.1 -0.2
O -1.897220 -1.263940 -2.380437 2.1 -0.2 -2.6
O 4.488093 -0.077916 -0.566914 0.1 0.0 -0.2
O -3.437695 -2.193349 -1.143702 -2.2 -1.6 1.0
O -2.007688 2.513206 -1.397817 2.5 5.6 -0.1
O -1.224904 1.651136 2.181217 -0.2 0.1 0.1
O 4.442446 3.251534 3.070749 0.0 -0.1 0.1
O 2.922274 -2.972425 -0.700255 0.0 0.0 -0.1
O -0.853879 -1.890638 -0.189878 0.4 -0.3 0.8

25
Properties=species:S:1:pos:R:3:forces:R:3 method="wB97M-V/def2-TZVPD" charge=+1 e_tot_ev=-22783.54338 relative_energy_kcal_mol=39.22
C -3.771361 -2.868914 -0.032099 -0.6 0.4 0.4
C -4.058290 -1.675437 0.520065 0.0 0.1 0.0
C -1.694039 -1.859321 -0.287162 -0.1 0.2 0.1
C 0.472295 -0.158655 -1.844131 -0.5 -0.4 -1.2
C 1.103777 -0.840884 0.352261 0.1 -1.0 1.0
C 1.089564 2.026435 1.193154 0.2 0.0 0.5
C 0.812519 1.491117 -0.164990 0.0 -0.2 0.0
N -2.468896 -2.929184 -0.460309 0.2 0.2 0.0
N 0.842975 0.261919 -0.522495 0.0 1.1 0.2
N 1.158929 3.469704 1.123917 0.1 0.2 0.0
S -2.662826 -0.660638 0.477727 0.1 -0.9 -0.4
H -4.427631 -3.709742 -0.150967 -0.1 -0.1 0.0
H -4.976232 -1.320576 0.938077 -0.3 -0.1 0.1
H 1.275760 -0.742528 -2.292843 0.1 0.1 0.1
H -0.408173 -0.812097 -1.741120 0.3 0.2 0.0
H 0.236567 0.686759 -2.483644 0.1 0.1 0.1
H 1.904533 -1.456323 -0.054052 0.1 0.1 -0.1
H 1.359142 -0.524984 1.357338 0.1 0.1 0.0
H 0.181212 -1.457452 0.368410 0.5 0.3 -0.1
H 0.239655 1.753018 1.833779 0.1 -0.1 0.0
H 1.986643 1.547471 1.625392 -0.2 0.0 -0.1
H 0.554918 2.242442 -0.901781 -0.1 -0.1 -0.2
H 1.005030 3.899208 2.030364 0.1 -0.1 -0.2
H 2.051291 3.794895 0.762581 -0.1 0.0 0.1
H -2.103012 -3.765207 -0.893011 0.0 0.0 0.0

20
Properties=species:S:1:pos:R:3:forces:R:3 method="wB97M-V/def2-TZVPD" smiles=NCCCO.O.O e_tot_ev=-10952.27330 relative_energy_kcal_mol=57.61
C 0.995933 1.581724 1.876168 -0.3 0.8 -0.8
C 1.480704 0.485203 0.823407 -1.1 0.8 1.1
C 0.364970 -0.575584 0.848613 0.1 -0.7 -4.3
O 0.891613 -1.941719 0.503703 -0.9 0.6 -0.4
N 1.384400 2.999692 1.561652 0.8 0.1 0.9
H 1.221398 1.084776 2.806998 1.4 1.0 0.9
H -0.104245 1.726852 2.176738 0.9 -0.7 -1.8
H 2.406567 -0.046275 1.127170 -0.2 0.9 -0.2
H 1.568539 1.046225 -0.169142 0.1 -1.4 1.2
H -0.170542 -0.131621 -0.044836 -0.5 -1.3 1.0
H -0.334810 -0.660821 1.670790 0.4 0.2 0.5
H 0.436503 -2.429431 -0.250722 0.4 1.5 1.4
H 1.023614 3.340849 0.689553 -0.8 -0.5 -0.2
H 2.335073 3.395616 1.526611 -0.3 -1.4 0.7
H -1.197497 -3.959263 0.383716 -0.3 0.2 -1.0
H -1.279153 -5.010956 -0.639827 0.2 -1.8 -0.6
O -1.420520 -4.091093 -0.570325 0.3 1.6 1.7
H -3.678554 0.950362 -4.154540 0.0 0.0 0.0
H -2.598616 1.431290 -5.129422 -0.1 -0.1 0.1
O -3.325376 0.804172 -5.036297 0.1 0.1 -0.1

16
Properties=species:S:1:pos:R:3:forces:R:3 method="wB97M-V/def2-TZVPD" smiles=N[C@@H](Cl)c1nc(Cl)c(Cl)c(Cl)c1Cl e_tot_ev=-71863.11749
Cl 1.667932 -3.016338 -1.058214 -0.9 0.9 0.5
Cl 0.058514 -3.744993 1.647926 0.1 0.9 -0.5
Cl -1.705157 1.412208 1.872177 0.4 -0.6 -0.4
Cl -1.534585 -1.518433 3.142167 0.6 0.5 -1.1
Cl -1.524934 1.867259 -1.868014 -0.3 0.1 0.0
N 0.560215 -0.602568 -0.757707 -0.5 0.4 0.9
C 0.629782 -1.835520 -0.240722 0.6 1.4 -0.9
C -0.137789 0.392307 -0.122077 1.5 -1.2 -1.1
C 0.003028 -2.131457 0.943855 -1.0 -0.8 1.8
C -0.791335 0.145124 1.067657 -0.7 0.5 0.8
C -0.730025 -1.121265 1.626529 0.1 -1.3 0.2
N 1.168296 2.062038 -1.473088 -0.5 -1.9 1.0
C -0.114264 1.778334 -0.759851 1.9 0.7 -0.3
H 1.031292 2.587835 -2.317205 -0.3 0.2 -0.2
H 1.614129 1.155787 -1.723353 -0.5 0.9 0.1
H -0.195097 2.569681 0.019921 -0.5 -0.7 -0.7

7
Properties=species:S:1:pos:R:3:forces:R:3 method="wB97M-V/def2-TZVPD" smiles="C=CC#N" e_tot_ev=-4647.33873 relative_energy_kcal_mol=27.34
C 1.183129 -0.396884 -0.074546 -4.2 3.8 1.4
C 0.022272 0.390217 0.084769 -0.9 0.4 -2.1
C -1.466607 -0.026812 -0.004578 4.1 -0.4 0.9
H 2.144637 0.151089 -0.166520 -0.7 -1.1 0.2
H 0.879071 -1.366450 0.249329 1.2 -1.2 -0.5
H -0.181102 1.510077 -0.047689 1.7 -1.4 0.2
N -2.581400 -0.261238 -0.040768 -1.2 -0.1 -0.2

19
Properties=species:S:1:pos:R:3:forces:R:3 method="wB97M-V/def2-TZVPD" charge=-1 spin_multiplicity=2 s_squared=0.750 e_tot_ev=-9936.37675 relative_energy_kcal_mol=11.95
C 0.315058 -0.770215 0.259338 0.0 0.0 0.4
C 1.111951 0.481253 -0.126905 0.2 -0.2 0.4
C 1.494393 1.371538 1.032008 -0.3 -0.1 -0.3
C 2.458879 2.269411 0.946923 0.5 0.2 0.0
C -1.124384 -0.399793 0.563529 -0.2 0.1 0.3
N -2.095496 -0.731972 -0.305117 0.5 -0.6 -0.3
C -2.002869 -1.577804 -1.490706 -0.7 0.2 0.0
O -1.376085 0.227245 1.596509 0.0 0.0 -0.1
H 0.396333 -1.569883 -0.470088 -0.1 0.2 -0.2
H 0.705483 -1.198260 1.187959 0.0 0.1 0.0
H 2.016831 0.187092 -0.652215 0.1 0.0 -0.2
H 0.513472 1.075811 -0.805735 -0.2 0.1 -0.4
H 0.879759 1.306252 1.912671 -0.2 -0.1 0.3
H 3.050248 2.347795 0.042738 0.1 0.0 -0.1
H 2.734247 2.953037 1.743782 -0.2 -0.1 0.1
H -3.039846 -0.565630 0.000385 0.0 0.3 0.2
H -0.991464 -1.867334 -1.750370 0.0 0.1 -0.1
H -2.456202 -1.045338 -2.337469 0.2 -0.1 -0.1
H -2.590308 -2.493204 -1.347236 0.1 0.0 0.0

10
Properties=species:S:1:pos:R:3:forces:R:3 method="wB97M-V/def2-TZVPD" charge=+1 smiles="C1=NC[SiH]=[NH+]1" e_tot_ev=-13003.95283 relative_energy_kcal_mol=21.98
C -0.391320 -1.107041 0.148149 -1.1 -3.5 -0.5
C 1.303245 0.310077 0.335716 -2.2 -0.5 -1.2
N 0.964944 -0.881355 0.550042 -0.6 0.4 -0.1
N 0.422988 1.180513 -0.371159 -2.6 0.8 -0.4
Si -1.099913 0.442770 -0.718850 2.5 -2.1 1.9
H -0.418321 -2.212949 -0.322281 -0.3 2.6 0.7
H 2.211059 0.661959 0.606039 2.8 1.3 0.7
H 0.522613 2.188191 -0.409436 0.8 -0.1 0.0
H -2.538705 0.695259 -0.924305 0.4 0.7 -0.4
H -0.976590 -1.277424 1.106086 0.2 0.3 -0.9